# 1
Entry from the Open Molecules 2025 dataset: C5H13NO2 in the gas phase (ωB97M-V with the def2-TZVPD basis set).

Multiplicity: 1
SMILES: N[C@@H](CO)CCCO
Energy above the lowest of the compared OMol25 structures with the same formula, charge and spin in kcal per mole: 56.6

Each line ends with the Mulliken charge.
Geometry (Å):
N (-0.86, 0.75, -1.57)  -0.656
C (-0.90, 0.23, -0.18)  0.394
C (-2.41, 0.38, 0.21)  -0.830
O (-2.53, 0.50, 1.62)  -0.511
C (-0.26, -1.10, 0.27)  -0.642
C (1.29, -1.00, 0.36)  -0.417
C (2.08, 0.14, -0.27)  -0.463
O (3.49, -0.13, -0.45)  -0.518
H (0.11, 0.94, -1.79)  0.250
H (-1.10, 0.07, -2.29)  0.248
H (-0.39, 1.05, 0.32)  0.251
H (-2.81, -0.65, -0.02)  0.234
H (-2.85, 1.24, -0.29)  0.432
H (-2.89, 1.37, 1.83)  0.309
H (-0.54, -1.94, -0.39)  0.397
H (-0.59, -1.38, 1.28)  0.267
H (1.63, -2.01, 0.10)  0.208
H (1.54, -0.78, 1.43)  0.280
H (1.94, 1.07, 0.27)  0.264
H (1.85, 0.15, -1.37)  0.194
H (3.81, -0.09, 0.46)  0.310


# 2
Entry from the Open Molecules 2025 dataset: 9 unconnected molecules or ions with the total composition C36H88N2O9 (ωB97M-V with the def2-TZVPD basis set).

Multiplicity: 1
SMILES: CC1(C)CCCC(C)(C)N1O.CC1(C)CCCC(C)(C)N1O.CC(C)O.CC(C)O.CC(C)O.CC(C)O.CC(C)O.CC(C)O.O
DFT total energy in eV: -60164.68104

Each line ends with the Mulliken charge.
Geometry (Å):
C (-0.41, 1.11, 3.51)  -1.922
C (-0.34, 2.63, 3.64)  1.820
C (0.98, 2.97, 4.37)  -1.820
C (-0.35, 3.23, 2.25)  -0.618
C (-0.59, 4.72, 2.25)  -0.990
C (-1.96, 4.98, 2.90)  -1.281
C (-2.11, 4.43, 4.32)  1.529
C (-1.55, 5.39, 5.37)  -1.771
C (-3.62, 4.20, 4.56)  -1.955
N (-1.48, 3.10, 4.41)  0.736
O (-1.49, 2.58, 5.71)  -0.555
H (-0.20, 0.57, 4.43)  0.493
H (-1.40, 0.77, 3.17)  0.209
H (0.31, 0.79, 2.75)  0.331
H (0.99, 2.47, 5.34)  0.409
H (1.87, 2.80, 3.77)  0.365
H (0.98, 4.04, 4.63)  0.389
H (0.58, 2.94, 1.75)  0.523
H (-1.09, 2.76, 1.58)  -0.260
H (0.18, 5.23, 2.84)  0.404
H (-0.56, 5.13, 1.23)  0.434
H (-2.74, 4.61, 2.24)  0.370
H (-2.05, 6.07, 2.95)  0.444
H (-2.09, 6.34, 5.40)  0.464
H (-0.50, 5.60, 5.16)  0.373
H (-1.64, 4.94, 6.36)  0.344
H (-4.15, 5.16, 4.54)  0.394
H (-3.76, 3.72, 5.52)  0.439
H (-4.01, 3.59, 3.75)  0.368
H (-2.19, 1.92, 5.72)  0.358
C (6.44, -2.94, -3.35)  -1.979
C (6.51, -2.53, -1.90)  1.392
C (7.59, -3.38, -1.18)  -1.811
C (6.90, -1.04, -1.84)  -1.004
C (6.72, -0.45, -0.45)  -0.780
C (5.36, -0.74, 0.16)  -0.436
C (4.91, -2.21, 0.07)  2.194
C (5.57, -3.04, 1.18)  -1.801
C (3.40, -2.19, 0.30)  -2.231
N (5.18, -2.61, -1.31)  0.759
O (4.66, -3.93, -1.54)  -0.581
H (6.34, -4.02, -3.50)  0.376
H (5.63, -2.40, -3.84)  0.384
H (7.36, -2.65, -3.87)  0.448
H (7.91, -2.95, -0.23)  0.328
H (7.18, -4.37, -0.97)  0.333
H (8.44, -3.47, -1.85)  0.456
H (7.96, -1.01, -2.11)  0.407
H (6.30, -0.50, -2.57)  0.351
H (7.54, -0.85, 0.17)  0.318
H (6.95, 0.62, -0.45)  0.424
H (4.65, -0.12, -0.40)  -0.568
H (5.40, -0.40, 1.20)  0.553
H (6.55, -2.62, 1.43)  0.331
H (5.73, -4.08, 0.86)  0.299
H (4.96, -3.07, 2.08)  0.467
H (2.86, -1.49, -0.34)  0.010
H (3.23, -1.92, 1.34)  0.470
H (2.96, -3.19, 0.17)  0.561
H (3.81, -3.76, -1.98)  0.308
C (-2.99, 0.21, -0.60)  -0.893
C (-1.86, -0.75, -0.90)  2.259
C (-0.83, -0.89, 0.23)  -1.367
O (-2.36, -2.05, -1.26)  -0.005
H (-3.68, 0.42, -1.42)  0.259
H (-2.66, 1.14, -0.15)  0.177
H (-3.65, -0.26, 0.14)  -0.103
H (-1.29, -0.38, -1.76)  -1.204
H (0.12, -1.23, -0.17)  0.318
H (-1.21, -1.47, 1.07)  0.512
H (-0.74, 0.13, 0.62)  0.065
H (-1.98, -2.69, -0.63)  -0.081
C (0.34, -5.10, 1.53)  -1.561
C (-0.23, -4.76, 0.16)  1.144
C (-0.31, -5.95, -0.78)  -1.394
O (-1.56, -4.23, 0.36)  -0.526
H (0.32, -4.30, 2.27)  0.315
H (1.37, -5.47, 1.43)  0.400
H (-0.23, -5.93, 1.94)  0.448
H (0.30, -3.92, -0.29)  -0.112
H (-1.05, -6.67, -0.43)  0.301
H (0.64, -6.46, -0.97)  0.393
H (-0.65, -5.59, -1.75)  0.370
H (-2.10, -4.86, 0.86)  0.262
C (-3.92, -0.96, 3.21)  -0.515
C (-5.27, -0.34, 3.54)  0.450
C (-6.37, -0.84, 2.58)  -1.271
O (-5.62, -0.60, 4.89)  -0.543
H (-3.17, -0.56, 3.89)  0.275
H (-3.58, -0.74, 2.20)  -0.222
H (-3.91, -2.05, 3.29)  0.417
H (-5.17, 0.74, 3.39)  0.124
H (-6.01, -1.01, 1.57)  0.257
H (-7.19, -0.13, 2.54)  0.361
H (-6.72, -1.81, 2.94)  0.341
H (-5.78, -1.55, 4.96)  0.373
C (-4.35, -1.37, -4.46)  -1.131
C (-2.91, -1.58, -4.93)  0.251
C (-2.13, -0.27, -4.80)  -0.679
O (-2.30, -2.56, -4.08)  -0.560
H (-4.79, -0.60, -5.11)  0.426
H (-4.38, -1.05, -3.41)  0.140
H (-4.93, -2.28, -4.54)  0.322
H (-2.92, -1.95, -5.96)  0.440
H (-2.01, 0.00, -3.76)  -0.126
H (-2.68, 0.52, -5.32)  0.370
H (-1.15, -0.39, -5.28)  0.338
H (-2.41, -2.26, -3.17)  0.135
C (0.67, 1.68, -3.07)  -1.215
C (1.84, 0.94, -2.46)  1.413
C (3.10, 1.05, -3.31)  -1.585
O (2.13, 1.53, -1.19)  -0.443
H (0.41, 1.21, -4.02)  0.295
H (0.90, 2.72, -3.30)  0.423
H (-0.21, 1.66, -2.43)  0.012
H (1.52, -0.10, -2.31)  -0.140
H (3.80, 0.31, -2.92)  0.196
H (3.55, 2.03, -3.14)  0.383
H (2.96, 0.91, -4.38)  0.433
H (3.03, 1.36, -0.90)  0.240
C (-1.52, 5.37, -3.20)  -1.585
C (-2.28, 4.11, -3.53)  0.806
C (-2.56, 3.30, -2.27)  -0.506
O (-3.49, 4.47, -4.17)  -0.588
H (-1.13, 5.89, -4.08)  0.381
H (-0.62, 5.13, -2.62)  0.351
H (-2.10, 6.08, -2.61)  0.380
H (-1.64, 3.51, -4.18)  0.043
H (-1.74, 3.34, -1.54)  0.093
H (-2.57, 2.22, -2.47)  -0.206
H (-3.48, 3.54, -1.74)  0.542
H (-3.89, 3.67, -4.53)  0.326
O (-3.93, -4.48, -1.93)  -0.667
H (-3.74, -3.54, -2.00)  0.392
H (-3.62, -4.71, -1.05)  0.273


# 3
Entry from the Open Molecules 2025 dataset: 2 unconnected molecules or ions with the total composition C3H7N3O (ωB97M-V with the def2-TZVPD basis set).

Multiplicity: 1
SMILES: [H]/N=C\C=O.C=NN
Energy above the lowest of the compared OMol25 structures with the same formula, charge and spin in kcal per mole: 79.3

Each line ends with the Mulliken charge.
Geometry (Å):
H (1.45, 1.51, -1.40)  0.257
N (1.56, 1.71, -0.40)  -0.679
C (1.54, 0.67, 0.32)  -0.090
C (1.33, -0.71, -0.17)  0.352
O (1.47, -1.72, 0.49)  -0.547
H (1.68, 0.80, 1.39)  0.376
H (1.17, -0.76, -1.27)  0.273
C (-1.44, -1.30, 0.42)  -0.354
N (-0.82, -0.25, 0.13)  0.042
N (-1.39, 0.94, -0.04)  -0.532
H (-0.85, -2.19, 0.59)  0.239
H (-2.53, -1.36, 0.53)  0.234
H (-2.39, 1.01, -0.19)  0.214
H (-0.78, 1.65, -0.41)  0.213


# 4
Entry from the Open Molecules 2025 dataset: a molecular structure, C16H15CeClTe (ωB97M-V with the def2-TZVPD basis set).

Multiplicity: 2
Charge: -1
DFT total energy in eV: -49580.55194

Each line ends with the Mulliken spin population.
Geometry (Å):
C (0.02, 0.87, 2.29)  0.000
C (0.04, 1.95, 1.38)  -0.009
C (1.26, 1.88, 0.66)  0.009
H (-0.75, 2.67, 1.23)  0.002
C (1.97, 0.75, 1.10)  -0.007
C (1.20, 0.14, 2.12)  0.000
H (1.43, -0.80, 2.60)  0.000
H (-0.80, 0.59, 2.91)  0.000
H (1.58, 2.57, -0.10)  0.001
H (2.91, 0.39, 0.71)  0.001
Ce (0.00, 0.00, 0.00)  0.983
Cl (-2.27, -0.61, 0.83)  -0.004
C (-0.82, -0.72, -2.10)  0.019
C (0.58, -0.62, -2.26)  0.009
C (0.93, 0.73, -2.13)  -0.004
H (1.26, -1.44, -2.35)  0.000
C (-0.26, 1.47, -1.92)  -0.006
C (-1.34, 0.58, -1.91)  0.005
H (-2.36, 0.82, -1.69)  0.000
H (-1.38, -1.64, -2.03)  0.002
H (1.93, 1.13, -2.14)  0.000
H (-0.32, 2.54, -1.74)  0.000
Te (1.27, -2.86, 0.46)  -0.003
C (-0.50, -3.74, 1.22)  -0.001
C (-0.56, -4.11, 2.57)  0.000
C (-1.72, -4.70, 3.08)  0.000
C (-2.82, -4.93, 2.25)  0.000
C (-2.76, -4.56, 0.90)  0.001
C (-1.60, -3.97, 0.39)  0.001
H (0.29, -3.94, 3.22)  0.000
H (-1.77, -4.99, 4.13)  0.000
H (-3.71, -5.39, 2.64)  0.000
H (-3.61, -4.73, 0.25)  0.000
H (-1.55, -3.69, -0.66)  0.000


# 5
Entry from the Open Molecules 2025 dataset: C2H3NOS2 in the gas phase (ωB97M-V with the def2-TZVPD basis set).

Multiplicity: 1
SMILES: OC(=S)/C=N/S
Energy above the lowest of the compared OMol25 structures with the same formula, charge and spin in kcal per mole: 30.0

Each line ends with the Mulliken charge.
Geometry (Å):
O (-1.64, 0.34, -1.00)  -0.481
C (-0.38, 0.51, -1.31)  0.054
S (0.14, 1.13, -2.72)  -0.298
C (0.55, 0.12, -0.27)  0.322
N (0.12, -0.38, 0.84)  -0.456
S (1.12, -0.90, 2.06)  -0.100
H (-1.70, 0.10, -0.09)  0.395
H (1.61, 0.15, -0.52)  0.395
H (0.17, -1.05, 3.01)  0.167


Number 1: F_max 3.615 eV/Å. Number 2: F_max 1.979 eV/Å. Number 3: F_max 0.982 eV/Å. Number 4: F_max 6.708 eV/Å. Number 5: F_max 2.981 eV/Å.